A molecular structure, C44H28FN4Pt at a distorted geometry, computed with the ωB97M-V functional and the def2-TZVPD basis.

Results
- Strongest force on any atom: 2.16 eV/A
- E_tot: -58009.9720 eV
- Net charge: -1
- ΔE to the lowest compared entry with this formula, charge and spin: 54.43 kJ/mol

```
78
Properties=species:S:1:pos:R:3:mulliken_charge:R:1
Pt -0.166 -0.110 -0.217 0.843
C 2.448 -5.504 4.601 -0.338
C 1.226 -4.922 4.892 -0.752
C 0.740 -3.892 4.108 -0.080
C 1.459 -3.439 3.009 -0.343
C 2.695 -4.021 2.733 0.064
C 3.188 -5.041 3.524 -0.852
C 0.904 -2.421 2.090 1.034
C 0.858 -1.087 2.477 -0.022
C 1.406 -0.585 3.703 -1.167
C 1.344 0.768 3.645 -1.238
C 0.704 1.111 2.405 0.404
C 0.400 2.400 1.976 1.194
C 0.975 3.568 2.658 -0.217
C 1.668 4.488 1.867 -0.037
C 2.231 5.622 2.416 -0.837
C 2.127 5.862 3.778 -0.359
C 1.450 4.956 4.575 -0.748
C 0.874 3.824 4.024 -0.422
C -0.408 2.684 0.846 0.054
N -0.754 1.814 -0.140 -0.262
C -1.569 2.480 -1.013 0.333
C -1.968 1.976 -2.272 1.082
C -2.920 2.720 -3.104 0.099
C -4.045 2.049 -3.593 -0.177
C -4.990 2.703 -4.358 -0.780
C -4.845 4.052 -4.638 -0.390
C -3.726 4.725 -4.177 -0.719
C -2.766 4.066 -3.431 -0.516
C -1.497 0.768 -2.797 0.073
C -1.562 0.407 -4.186 -1.055
C -0.936 -0.790 -4.318 -1.338
C -0.523 -1.194 -3.009 0.225
N -0.852 -0.215 -2.113 -0.295
C 0.033 -2.424 -2.685 1.353
C 0.284 -2.856 -1.372 0.207
C 0.568 -4.198 -1.010 -1.066
C 0.757 -4.213 0.344 -1.241
C 0.613 -2.871 0.790 0.593
N 0.268 -2.073 -0.259 -0.316
C 0.409 -3.369 -3.751 -0.613
C 1.761 -3.658 -3.923 0.083
C 2.170 -4.532 -4.910 -0.874
C 1.231 -5.153 -5.719 -0.311
C -0.118 -4.895 -5.536 -0.812
C -0.527 -4.004 -4.559 -0.012
C -1.824 3.781 -0.499 -1.185
C -1.070 3.922 0.634 -1.040
N 0.410 -0.038 1.725 -0.346
H 2.815 -6.323 5.204 0.380
H 0.640 -5.281 5.728 0.365
H -0.223 -3.452 4.322 0.464
H 3.261 -3.677 1.879 0.513
H 4.148 -5.484 3.297 0.378
H 1.806 -1.194 4.494 0.462
H 1.702 1.461 4.382 0.566
H 1.762 4.290 0.810 0.558
H 2.755 6.324 1.781 0.383
H 2.563 6.754 4.209 0.370
H 1.361 5.141 5.639 0.359
H 0.311 3.152 4.654 0.612
H -4.170 1.001 -3.360 0.483
H -5.847 2.160 -4.734 0.376
H -5.590 4.569 -5.228 0.376
H -3.599 5.773 -4.411 0.357
H -1.872 4.584 -3.125 0.628
H -1.992 1.014 -4.961 0.508
H -0.763 -1.362 -5.209 0.539
H 0.597 -5.026 -1.692 0.502
H 0.964 -5.061 0.968 0.497
H 2.481 -3.172 -3.282 0.539
H 3.225 -4.730 -5.053 0.373
H 1.554 -5.832 -6.496 0.376
H -0.851 -5.391 -6.159 0.368
H -1.577 -3.799 -4.409 0.482
H -2.488 4.507 -0.926 0.630
H -0.978 4.794 1.254 0.521
F 1.884 0.600 -0.834 -0.843
```